Density functional theory data (wB97M-V/def2-TZVPD) for 13 unconnected molecules or ions with the total composition C6H39N2O12 in a non-equilibrium geometry.

Bonds (Å) are listed after each position.
Atoms and positions in Å:
1 C -1.153 -3.532 0.818  C2 1.519, H9 1.110, H10 1.092, H11 1.114
2 C 0.224 -2.902 0.698  C1 1.519, C3 1.520, H12 1.104, H13 1.109
3 C 0.266 -1.684 -0.210  C2 1.520, C4 1.523, H14 1.090, H15 1.095
4 C -0.454 -0.460 0.339  C3 1.523, C5 1.538, H16 1.088, H17 1.110
5 C 0.276 0.143 1.551  C4 1.538, N6 1.463, H18 1.095, H19 1.119
6 N 1.561 0.731 1.172  C5 1.463, C7 1.319, H20 1.021
7 C 2.712 0.175 1.493  N6 1.319, N8 1.329, H21 1.082
8 N 3.819 0.818 1.138  C7 1.329, H22 1.028, H23 1.003
9 H -1.119 -4.430 1.470  C1 1.110
10 H -1.553 -3.854 -0.146  C1 1.092
11 H -1.884 -2.830 1.278  C1 1.114
12 H 0.917 -3.679 0.333  C2 1.104
13 H 0.602 -2.703 1.721  C2 1.109
14 H 1.314 -1.438 -0.379  C3 1.090
15 H -0.180 -1.937 -1.178  C3 1.095
16 H -1.463 -0.729 0.643  C4 1.088
17 H -0.574 0.306 -0.456  C4 1.110
18 H -0.283 0.942 2.051  C5 1.095
19 H 0.453 -0.634 2.335  C5 1.119
20 H 1.536 1.494 0.494  N6 1.021
21 H 2.751 -0.750 2.052  C7 1.082
22 H 3.791 1.618 0.493  N8 1.028
23 H 4.695 0.334 1.197  N8 1.003
24 H 2.736 2.145 -1.532  O26 0.989
25 H 1.798 3.175 -0.824  O26 0.979
26 O 2.550 2.571 -0.659  H24 0.989, H25 0.979
27 H 3.900 -2.484 -0.031  O29 0.960
28 H 3.422 -1.355 -0.951  O29 0.971
29 O 3.760 -1.535 -0.059  H27 0.960, H28 0.971
30 H -6.069 -0.194 0.726  O32 0.977
31 H -4.884 -0.874 -0.033  O32 0.965
32 O -5.096 -0.221 0.645  H30 0.977, H31 0.965
33 H -2.887 2.820 -0.314  O35 0.994
34 H -2.945 4.074 -1.241  O35 0.968
35 O -2.443 3.262 -1.086  H33 0.994, H34 0.968
36 H 3.207 0.378 -2.711  O38 0.964
37 H 2.180 1.288 -3.415  O38 0.962
38 O 3.018 1.295 -2.943  H36 0.964, H37 0.962
39 H 1.159 -1.220 4.230  O41 0.975
40 H 2.296 -2.284 4.360  O41 0.958
41 O 1.942 -1.599 3.791  H39 0.975, H40 0.958
42 H -3.500 1.479 -3.362  O44 0.965
43 H -2.434 2.263 -2.499  O44 0.991
44 O -2.567 1.723 -3.318  H42 0.965, H43 0.991
45 H 0.137 4.832 -1.156  O47 0.964
46 H -0.708 3.548 -1.240  O47 0.986
47 O 0.222 3.874 -1.216  H45 0.964, H46 0.986
48 H -0.127 0.204 5.518  O50 0.967
49 H -0.970 -1.066 5.297  O50 0.970
50 O -0.297 -0.504 4.882  H48 0.967, H49 0.970
51 H 0.468 -2.853 -3.862  O53 0.965
52 H -0.138 -1.526 -3.374  O53 0.981
53 O 0.449 -2.262 -3.098  H51 0.965, H52 0.981
54 H -3.418 2.071 1.844  O56 0.960
55 H -4.266 1.303 0.795  O56 0.977
56 O -3.711 2.096 0.930  H54 0.960, H55 0.977
57 H -1.400 0.572 -3.747  O59 0.990
58 H -0.905 0.034 -5.098  O59 0.962
59 O -0.730 -0.032 -4.154  H57 0.990, H58 0.962

* energy above the lowest of the compared OMol25 structures with the same formula, charge and spin: 0.0 kcal per mole
* net charge: +1
* HOMO-LUMO gap: 10.21 eV
* max |F|: 2.3 eV/Å

Charges computed using natural (NBO), reported in e: C -0.609; C -0.409; C -0.424; C -0.410; C -0.230; N -0.549; C 0.403; N -0.749; H 0.215; H 0.209; H 0.188; H 0.206; H 0.202; H 0.192; H 0.251; H 0.209; H 0.203; H 0.201; H 0.227; H 0.447; H 0.267; H 0.445; H 0.414; H 0.503; H 0.517; O -1.042; H 0.490; H 0.479; O -0.953; H 0.498; H 0.496; O -0.962; H 0.528; H 0.495; O -1.005; H 0.480; H 0.500; O -0.934; H 0.503; H 0.483; O -0.997; H 0.483; H 0.510; O -0.989; H 0.482; H 0.510; O -0.993; H 0.493; H 0.494; O -0.955; H 0.471; H 0.504; O -0.991; H 0.488; H 0.516; O -0.988; H 0.511; H 0.481; O -1.004